(1)
The following is a DFT calculation (ωB97M-V/def2-TZVPD) of a single C9H16Si molecule in a non-equilibrium geometry.

Computed properties:
relative energy (zero: lowest compared OMol25 entry of this formula, charge and spin): 23.8 kcal/mol
net charge: 0
strongest force on any atom: 0.0803 hartree/bohr
HOMO: -8.1430 eV
DFT total energy: -641.9313 a.u.
molar mass: 152.3 g/mol
SMILES: CCCC1=C([SiH2]C)CC=C1

CARTESIAN COORDINATES (ANGSTROEM)
1 C -0.73077 -2.15266 0.56807
2 C -2.01015 -2.18791 0.15549
3 C -0.09215 -0.93088 0.15144
4 C -1.15712 -0.11867 -0.36660
5 C -2.48133 -0.86765 -0.36171
6 C 3.54536 -0.03541 -0.59515
7 C -1.65261 2.44243 1.21404
8 C 1.33958 -0.51309 0.39037
9 C 2.15875 -0.51734 -0.87808
10 Si -1.26829 1.74030 -0.44202
11 H -0.20405 -3.06064 1.04896
12 H -2.65567 -3.10429 0.46014
13 H -3.18175 -0.89970 -1.29357
14 H -3.11725 -0.35445 0.31355
15 H 3.88674 -0.61627 0.23474
16 H 3.57397 1.00065 -0.21077
17 H 4.30040 -0.27260 -1.43641
18 H -0.71743 2.53434 1.78290
19 H -2.02929 3.54469 1.14388
20 H -2.34141 1.81388 1.77869
21 H 1.67356 -1.13212 1.20732
22 H 1.28689 0.46431 0.71325
23 H 1.62641 0.05448 -1.82254
24 H 2.30857 -1.49923 -1.37828
25 H -2.12212 2.28559 -1.52825
26 H 0.06115 2.38224 -0.84944

(2)
The following is a DFT calculation (ωB97M-V/def2-TZVPD) of C9H16Si as an isolated structure in a non-equilibrium geometry.

Computed properties:
relative energy (zero: lowest compared OMol25 entry of this formula, charge and spin): 43.9 kcal/mol
net charge: 0
strongest force on any atom: 0.0884 hartree/bohr
HOMO: -7.9974 eV
DFT total energy: -641.8993 a.u.
molar mass: 152.3 g/mol

CARTESIAN COORDINATES (ANGSTROEM)
1 C 2.55446 0.43952 -0.54544
2 C 2.42902 1.04640 0.66588
3 C 1.27308 -0.13282 -0.88766
4 C 1.11549 0.99903 1.10000
5 C 0.36146 0.16937 0.23335
6 C -1.62696 -0.76369 -1.10336
7 C -1.50839 1.72968 -0.23274
8 C -1.79285 -0.26025 1.41665
9 C -1.23651 0.23223 0.06750
10 Si 1.52143 -1.84861 -0.30578
11 H 3.27265 0.69209 -1.27459
12 H 3.23751 1.60534 1.12730
13 H 0.93164 -0.31219 -1.86889
14 H 0.86433 1.27566 2.05094
15 H -1.13244 -1.78991 -0.93236
16 H -1.56565 -0.50202 -2.19023
17 H -2.73842 -0.87609 -1.02998
18 H -2.53451 1.96730 -0.71144
19 H -1.42479 2.36585 0.69578
20 H -0.76550 1.98096 -0.85626
21 H -2.89986 0.06130 1.48929
22 H -1.16121 0.27631 2.14006
23 H -1.57871 -1.31870 1.60809
24 H 0.26358 -2.27383 0.38703
25 H 2.72157 -2.15757 0.54312
26 H 1.41959 -2.60536 -1.58626

(3)
The following is a DFT calculation (ωB97M-V/def2-TZVPD) of C9H17As2N2NiS6 as an isolated structure in a non-equilibrium geometry.

Computed properties:
net charge: -1
⟨S²⟩: 2.010
strongest force on any atom: 0.0361 hartree/bohr
HOMO (alpha / beta): -3.6562 / -3.6515 eV
DFT total energy: -8831.8120 a.u.
molar mass: 554.2 g/mol
2S+1: 3

CARTESIAN COORDINATES (ANGSTROEM)
1 Ni 1.13790 1.96266 1.47767
2 S -0.82976 0.40009 4.53187
3 As 1.14461 1.13439 4.17326
4 S 1.06305 3.16281 3.34218
5 S 1.96080 0.03914 2.43003
6 S 2.28350 0.89242 5.92640
7 C 2.66838 1.86328 -3.06178
8 As 1.39529 1.76291 -1.57228
9 C -0.28225 2.09704 -2.53511
10 C 1.48144 -0.14421 -1.12080
11 S 2.13202 3.19135 -0.24114
12 H 2.44935 1.12506 -3.83270
13 H 3.67671 1.70485 -2.67351
14 H 2.61800 2.86754 -3.49118
15 H -1.04963 1.39334 -2.21543
16 H -0.08469 1.98444 -3.59969
17 H -0.62319 3.11390 -2.32829
18 H 0.64332 -0.67450 -1.56985
19 H 1.46888 -0.27508 -0.03006
20 H 2.41962 -0.54668 -1.50767
21 C -0.56485 -2.56370 2.60088
22 C -1.11509 -1.81949 1.44803
23 C -1.65244 -2.38493 0.30729
24 C -2.06911 -1.52800 -0.72531
25 N -1.90236 -0.22381 -0.66622
26 C -1.37691 0.31564 0.44124
27 S -1.11562 1.96483 0.55500
28 N -1.04605 -0.48358 1.50447
29 C -2.66300 -2.06955 -1.98727
30 H -0.62600 -3.63840 2.45929
31 H -1.07109 -2.26700 3.52068
32 H 0.48085 -2.26653 2.73117
33 H -1.75770 -3.45189 0.21585
34 H -0.80726 -0.03589 2.42036
35 H -3.19116 -3.00163 -1.80193
36 H -1.85772 -2.26163 -2.69741
37 H -3.33785 -1.33919 -2.42806

(4)
The following is a DFT calculation (ωB97M-V/def2-TZVPD) of a single C9H17BN2O3 molecule in a non-equilibrium geometry.

Computed properties:
relative energy (zero: lowest compared OMol25 entry of this formula, charge and spin): 78.1 kcal/mol
net charge: 0
strongest force on any atom: 0.0960 hartree/bohr
HOMO: -9.0839 eV
DFT total energy: -713.2105 a.u.
molar mass: 212.1 g/mol
SMILES: CCB(C)OC1=NC[C@H](CNC(C)=O)O1

CARTESIAN COORDINATES (ANGSTROEM)
1 B -2.33066 -1.10554 0.53261
2 C -0.78537 1.06476 0.89962
3 C 3.87736 0.77255 -1.27499
4 C 0.62690 2.66626 1.30305
5 C 1.39349 1.46551 0.70183
6 C -1.38196 -2.32884 0.33663
7 C 4.57024 -0.34061 -1.98564
8 C -4.81009 -2.28331 0.61439
9 C -3.90952 -0.93690 0.70095
10 C 1.65785 1.78779 -0.76148
11 N -0.78016 2.37143 1.17969
12 N 2.48313 0.77222 -1.41776
13 O -1.83381 0.19505 0.74279
14 O 4.31376 1.58689 -0.50885
15 O 0.46695 0.45686 0.79697
16 H 0.91339 3.01497 2.37163
17 H 0.81374 3.69383 0.72126
18 H 2.30944 1.33799 1.24059
19 H -0.84658 -2.79815 1.20554
20 H -0.58411 -2.18805 -0.39568
21 H -1.97088 -3.22098 0.10171
22 H 4.41497 -0.16026 -3.10731
23 H 5.62695 -0.36737 -1.90833
24 H 4.04065 -1.27654 -1.71235
25 H -4.57496 -3.06515 1.44969
26 H -5.85098 -2.19768 0.77604
27 H -4.53699 -2.81739 -0.22753
28 H -4.21239 -0.13728 -0.05038
29 H -4.13716 -0.60199 1.66334
30 H 0.74691 1.87211 -1.31751
31 H 2.22614 2.72680 -0.81049
32 H 2.06380 0.04103 -1.86005

(5)
The following is a DFT calculation (ωB97M-V/def2-TZVPD) of a single C9H17BN3O7P molecule in a non-equilibrium geometry.

Computed properties:
net charge: 0
strongest force on any atom: 0.0565 hartree/bohr
HOMO: -8.4123 eV
DFT total energy: -1410.2810 a.u.
molar mass: 321.0 g/mol
SMILES: C#C[C@@]1(B(O)O)[NH2+][C@@H](C(=O)[O-])O[C@]1(C[C@@H](O)CN)P(N)O

CARTESIAN COORDINATES (ANGSTROEM)
1 C 1.41895 2.94296 0.97601
2 C 1.34001 1.78689 0.71226
3 C 1.20683 0.38156 0.34871
4 B 2.20755 0.30605 -0.89550
5 O 3.57133 0.32012 -0.69371
6 O 1.72757 0.19335 -2.16633
7 N 1.82673 -0.33844 1.54239
8 C 0.85948 -1.46239 1.79586
9 C 1.02131 -2.15724 3.17281
10 O 2.11582 -2.74431 3.27717
11 O 0.04633 -2.05717 3.95773
12 O -0.33560 -0.84258 1.56676
13 C -0.23934 -0.18089 0.23547
14 C -1.37534 0.84043 0.32142
15 C -2.52151 0.74449 -0.68342
16 O -3.48100 1.74101 -0.27673
17 C -2.17605 1.15208 -2.12798
18 N -1.23439 2.24768 -2.26219
19 P -0.59960 -1.62035 -0.95683
20 N -1.49330 -2.61853 0.08002
21 O 0.84349 -2.42372 -1.17257
22 H 1.50757 3.99219 1.05945
23 H 3.91395 1.21887 -0.73465
24 H 2.26538 -0.48502 -2.59103
25 H 1.73837 0.24678 2.37182
26 H 2.79019 -0.65203 1.43121
27 H 1.17440 -2.23659 1.08777
28 H -1.00473 1.85432 0.25612
29 H -1.80237 0.72610 1.30799
30 H -3.04646 -0.20621 -0.65208
31 H -3.69543 1.58450 0.64672
32 H -3.11654 1.51027 -2.52769
33 H -1.83653 0.27571 -2.65676
34 H -0.28045 1.93519 -2.14964
35 H -1.41934 2.97533 -1.58742
36 H -0.85321 -3.20239 0.61602
37 H -2.01807 -3.25612 -0.50611
38 H 0.95397 -2.49192 -2.12311

(6)
The following is a DFT calculation (ωB97M-V/def2-TZVPD) of C9H17Br8Cl3 as an isolated structure in a non-equilibrium geometry.

Computed properties:
relative energy (zero: lowest compared OMol25 entry of this formula, charge and spin): 413.2 kcal/mol
net charge: 0
strongest force on any atom: 0.3035 hartree/bohr
HOMO: -8.1440 eV
DFT total energy: -22325.1612 a.u.
molar mass: 870.8 g/mol

CARTESIAN COORDINATES (ANGSTROEM)
1 C 2.01011 -0.82763 -1.88376
2 Cl 1.88071 0.75341 -2.65459
3 Cl 0.70159 -1.81063 -2.55945
4 Cl 1.92931 -0.77775 -0.12745
5 H 2.91913 -1.35410 -2.17466
6 Br 0.00986 2.75889 3.37611
7 C 1.90283 2.39549 4.05144
8 C 2.67994 1.24543 3.23405
9 Br 3.28958 1.85086 1.45471
10 H 1.85675 2.08287 5.09463
11 H 2.44584 3.31964 3.85346
12 H 2.21450 0.27807 3.04522
13 H 3.61090 1.01520 3.75213
14 Br -2.07441 1.19478 3.07888
15 C -1.39688 -0.00499 1.60425
16 C 0.12356 0.19195 1.37340
17 Br 0.99973 -0.78107 2.95811
18 H -1.78622 0.19860 0.60672
19 H -1.73238 -1.03589 1.71728
20 H 0.42029 1.23982 1.32838
21 H 0.45789 -0.25906 0.43910
22 Br -0.98926 0.68669 -0.59913
23 C -0.39128 1.24720 -2.44930
24 C -1.30911 2.30038 -3.01149
25 Br -0.34465 3.30633 -4.45613
26 H -0.16957 0.42229 -3.12640
27 H 0.58598 1.69432 -2.26723
28 H -1.62999 3.03564 -2.27357
29 H -2.22727 1.81808 -3.34685
30 Br -0.85972 -1.61948 0.11777
31 C -1.60841 -3.34774 -0.61343
32 C -2.37877 -3.19573 -1.90667
33 Br -2.52026 -4.96000 -2.92182
34 H -2.29375 -3.72137 0.14737
35 H -0.79719 -4.06792 -0.71999
36 H -2.15749 -2.36601 -2.57802
37 H -3.37198 -2.90661 -1.56308